Entry 1:
Computed, not measured: a 2-piece molecular cluster, C5H3ClO2S overall, with ωB97M-V/def2-TZVPD.

Properties
M, g/mol: 162.597
Kohn-Sham gap (alpha / beta), eV: 6.3 / 5.2
E_LUMO (alpha / beta), eV: -1.202 / -1.709

Positions of all 12 atoms, in Å:
1 C -1.70358 0.91474 0.54114
2 C -0.90262 0.76915 -0.59373
3 C -1.41321 -0.14021 1.36743
4 C -0.14609 -0.40018 -0.37259
5 C 0.84441 -0.87663 -1.15993
6 O 1.53217 -1.23605 -2.01620
7 O -0.47769 -0.93311 0.83476
8 S 3.16219 -0.16334 0.73848
9 Cl 4.16557 -0.60675 -0.93015
10 H -2.41176 1.69804 0.72290
11 H -0.84414 1.40055 -1.45570
12 H -1.80526 -0.42621 2.32360

=====

Entry 2:
Computed, not measured: C13H25InNO5 as an isolated structure, with ωB97M-V/def2-TZVPD.

Properties
M, g/mol: 390.163
Net charge: +1
Kohn-Sham gap, eV: 2.8
E_LUMO, eV: -8.957
ΔE to the lowest compared entry with this formula, charge and spin, eV: 2.400

Positions of all 45 atoms, in Å:
1 In 2.39516 -0.79723 0.06174
2 C 2.23509 3.65101 1.79399
3 C 2.41737 2.22999 1.28947
4 O 2.95614 2.04349 0.17439
5 O 1.87058 1.27245 1.90418
6 H 1.17144 3.88389 1.86464
7 H 2.64578 4.39351 1.11441
8 H 2.61804 3.84238 2.79519
9 C 5.52516 -4.21310 2.75066
10 C 4.50203 -3.82671 1.71243
11 O 3.74029 -4.74277 1.35959
12 O 4.31110 -2.66038 1.28410
13 H 5.16963 -3.72342 3.66162
14 H 6.51877 -3.78140 2.62322
15 H 5.54706 -5.29637 2.84501
16 C -2.01616 -0.22464 -3.06216
17 C -1.02663 0.47427 -2.10048
18 C -1.62419 1.88080 -1.78416
19 C -2.93242 1.97298 -1.04073
20 C -2.64309 1.28830 0.34224
21 C -2.10688 -0.16381 0.25082
22 N -1.14103 -0.29469 -0.82980
23 O -0.34678 -1.42204 -0.69787
24 C -1.48855 -0.43660 1.66035
25 C -3.28734 -1.18637 0.15237
26 C 0.34253 0.66845 -2.65612
27 H -1.48994 -1.14912 -3.31948
28 H -2.25931 0.28119 -3.99820
29 H -3.00138 -0.48304 -2.67873
30 H -0.87961 2.39533 -1.17015
31 H -1.67128 2.43038 -2.72594
32 H -3.84909 1.61399 -1.51129
33 H -3.22581 2.98037 -0.74091
34 H -3.55612 1.28976 0.93730
35 H -1.94265 1.95209 0.84964
36 H -0.65012 0.21303 1.92580
37 H -2.15676 -0.33332 2.51320
38 H -1.09152 -1.45236 1.63260
39 H -4.10602 -0.95488 0.82666
40 H -3.68131 -1.30157 -0.86069
41 H -2.90034 -2.20195 0.27849
42 H 1.05352 1.16067 -1.99360
43 H 0.28488 1.16157 -3.62732
44 H 0.75447 -0.28677 -3.00283
45 H -0.98469 -2.14736 -0.80363

=====

Entry 3:
Computed, not measured: one molecule with the formula C11H12FN, with ωB97M-V/def2-TZVPD.

Properties
M, g/mol: 177.222
Kohn-Sham gap, eV: 9.3
E_LUMO, eV: 0.616
ΔE to the lowest compared entry with this formula, charge and spin, eV: 1.400

Positions of all 25 atoms, in Å:
1 C 2.95831 -1.65319 -0.21560
2 C 3.00853 -0.27362 -0.33490
3 C 1.75342 -2.33781 -0.19274
4 C 0.69656 -0.22939 -0.44014
5 C 1.84902 0.49992 -0.45088
6 C 0.58311 -1.59567 -0.29833
7 C -1.65340 -1.28914 -0.27250
8 C -1.34939 0.17527 -0.48697
9 C 1.88811 1.98986 -0.53963
10 C -3.07035 -1.71033 -0.06774
11 C -1.66506 1.17790 0.57860
12 N -0.70453 -2.13647 -0.20466
13 F -1.65889 0.62144 -1.73781
14 H 3.88674 -2.19897 -0.12396
15 H 3.96486 0.22901 -0.33601
16 H 1.71585 -3.40792 -0.08705
17 H 2.90554 2.34357 -0.68363
18 H 1.26702 2.33774 -1.36307
19 H 1.49458 2.41944 0.38146
20 H -3.76518 -1.09513 -0.63573
21 H -3.31228 -1.59983 0.99089
22 H -3.20222 -2.75512 -0.33247
23 H -1.46121 0.74759 1.55564
24 H -2.71518 1.46970 0.52789
25 H -1.05929 2.07095 0.44130